Entry 1:
Formula: C32H86N6O12
Source: the Open Molecules 2025 dataset
Level of theory: ωB97M-V/def2-TZVPD

HOMO-LUMO gap ... 8.81 eV
LUMO energy ... -6.19 eV
HOMO energy ... -14.9983 eV

Structure (ORCA input):
```
! RIJCOSX wB97M-V def2-TZVPD def2/J DEFGRID3
* xyz 4 1
O -0.07 -3.09 -0.17
O 2.36 -0.67 4.11
O -0.11 -0.03 2.13
O -1.27 -1.18 -0.11
O -5.52 -3.34 -6.40
O -4.80 3.61 0.19
O -0.02 0.50 4.28
O -2.02 0.46 3.22
O -1.75 4.75 1.86
O 7.33 2.29 -5.11
O -1.42 -2.49 -1.97
O -2.76 -0.64 5.70
N 0.44 4.12 3.59
N 5.43 3.29 -7.37
N -1.86 -2.82 7.60
N -4.21 0.51 -0.05
N 4.75 -2.63 3.84
N -2.74 -2.94 -7.71
C -4.39 -0.39 1.16
C 4.83 2.07 -6.83
C 7.68 3.35 -6.03
C -5.47 2.55 0.84
C -2.52 -2.01 -8.87
C -2.85 -1.92 8.22
C -5.45 1.38 -0.04
C -4.02 -3.89 -8.03
C -0.80 0.32 3.29
C -2.74 -3.99 7.12
C -1.51 -3.89 -7.45
C -1.02 -2.22 -0.85
C -1.02 3.77 4.02
C 3.44 -2.68 3.09
C 1.29 3.84 4.78
C -2.18 -1.76 5.30
C 5.56 -1.52 3.41
C 2.80 -1.31 2.95
C 7.00 3.20 -7.38
C 5.08 3.26 -8.84
C -0.72 -3.34 8.44
C 5.56 -3.88 3.49
C 0.88 3.32 2.36
C -2.91 -2.10 -6.52
C 0.53 5.64 3.24
C 4.99 4.60 -6.75
C -4.21 -0.44 -1.34
C -1.24 -2.23 6.42
C -5.30 -3.16 -7.74
C -1.92 3.66 2.72
C -2.97 1.29 -0.02
C 4.58 -2.55 5.28
H 0.85 2.26 2.55
H 5.12 -0.64 3.87
H 1.56 5.78 2.92
H -6.47 -3.45 -6.20
H 0.11 -2.63 8.32
H 3.99 3.43 -8.86
H 1.94 -1.52 2.36
H 7.35 2.24 -7.71
H 3.33 -0.67 2.26
H 3.91 -1.73 5.59
H -0.64 -1.39 6.77
H -2.93 3.56 3.17
H -2.35 -1.25 8.94
H 0.45 -3.58 -0.83
H -3.93 -4.75 -7.35
H -2.11 0.65 0.03
H 1.44 -0.31 4.07
H -5.35 -2.11 -8.01
H -5.33 4.45 0.00
H 6.07 -3.76 2.51
H 6.27 -3.96 4.37
H -2.35 -2.64 -9.75
H -3.06 1.90 -0.97
H -2.06 -1.49 -6.47
H 7.37 4.15 -7.88
H 5.24 1.24 -7.37
H 3.92 4.77 -7.10
H -5.79 1.67 -1.05
H -2.87 -2.50 4.93
H -3.13 -4.58 7.97
H 1.89 3.58 2.14
H -3.09 1.98 0.81
H -3.98 0.18 -2.18
H -3.73 -1.40 -6.61
H -1.15 -4.24 -8.44
H 8.74 3.49 -6.21
H 0.39 6.17 4.16
H 0.24 3.57 1.56
H 4.49 -3.56 5.68
H -4.66 0.28 1.98
H 3.76 2.00 -7.06
H -5.23 -1.07 0.82
H 1.06 4.56 5.55
H -5.05 2.29 1.81
H 5.61 5.43 -7.10
H -0.64 -0.42 1.38
H -3.49 -1.43 7.49
H -1.91 -4.76 -6.93
H 5.57 -2.24 5.64
H 6.55 -1.71 3.83
H -3.58 -3.57 6.57
H 7.50 2.62 -4.21
H 2.28 4.06 4.53
H 3.71 -3.02 2.09
H -0.99 -3.33 9.49
H -1.41 -1.58 4.46
H 5.36 2.36 -9.36
H 5.18 1.95 -5.81
H -1.67 -1.34 -8.77
H 4.95 -4.77 3.45
H -2.44 4.65 1.23
H 5.69 -1.39 2.36
H -1.69 2.67 2.28
H -0.47 -4.33 8.07
H -6.55 2.81 0.93
H -3.38 -1.14 -1.20
H -0.48 -2.89 5.99
H -0.19 5.88 2.45
H -3.37 -2.57 8.88
H -5.16 -0.96 -1.39
H -2.74 0.03 5.01
H 5.68 4.08 -9.34
H -3.45 -0.82 1.37
H 7.34 4.28 -5.59
H -0.75 -3.39 -6.90
H -3.50 -1.48 -8.99
H -6.21 0.69 0.31
H -3.04 -2.66 -5.65
H -2.17 -4.60 6.49
H 1.26 2.81 5.09
H 4.97 4.56 -5.67
H -3.87 -4.30 -9.01
H -6.03 -3.65 -8.38
H 2.76 -3.41 3.58
H -0.95 2.73 4.42
H -1.25 4.54 4.79
*
```



Entry 2:
Formula: C32H87F3N7O19S
Source: the Open Molecules 2025 dataset
Level of theory: ωB97M-V/def2-TZVPD

HOMO-LUMO gap ... 6.86 eV
LUMO energy ... -6.91 eV
HOMO energy ... -13.7706 eV

Structure (ORCA input):
```
! RIJCOSX wB97M-V def2-TZVPD def2/J DEFGRID3
* xyz 3 1
S 17.17 15.87 22.53
F 17.96 17.74 24.18
F 19.45 17.47 22.61
F 19.23 16.10 24.25
O 20.68 13.31 14.51
O 10.14 14.45 17.39
O 19.25 14.84 14.88
O 17.06 19.83 21.54
O 16.70 16.76 21.50
O 13.29 17.43 15.63
O 13.46 17.55 17.80
O 17.73 14.64 22.02
O 16.94 13.84 9.99
O 16.29 22.16 18.26
O 17.34 9.58 18.64
O 16.18 15.66 23.56
O 20.09 21.13 16.68
O 15.15 18.08 16.52
O 22.03 20.42 16.31
O 24.87 16.15 19.44
O 20.35 18.98 16.04
O 20.00 13.49 16.51
O 20.07 17.61 18.60
N 18.08 17.27 16.50
N 14.69 18.33 20.33
N 17.28 13.38 12.77
N 14.03 22.33 16.79
N 23.92 18.06 17.36
N 12.84 14.09 16.67
N 17.30 12.17 21.27
C 23.23 16.76 17.71
C 15.76 15.37 13.39
C 17.46 10.11 19.98
C 15.10 21.25 16.42
C 18.87 12.29 19.33
C 13.51 14.36 19.20
C 14.04 17.63 16.69
C 11.14 14.78 18.37
C 14.97 19.86 20.28
C 17.82 20.37 22.61
C 17.49 22.29 19.03
C 15.03 20.92 14.92
C 8.99 15.29 17.48
C 19.89 13.85 15.29
C 15.68 20.22 21.53
C 20.85 20.10 16.35
C 24.18 15.65 18.27
C 17.55 11.68 19.83
C 22.54 16.19 16.45
C 17.24 15.25 17.68
C 18.57 16.87 23.45
C 17.33 14.25 8.69
C 16.80 14.87 10.96
C 12.45 14.00 18.15
C 17.92 16.59 17.86
C 19.70 18.69 19.42
C 16.17 14.37 12.28
C 13.62 20.68 20.13
C 19.31 16.41 18.53
C 16.47 21.83 16.93
C 24.03 16.12 20.58
C 16.96 8.19 18.72
H 16.73 14.94 8.08
H 17.33 17.32 18.40
H 20.06 15.89 17.93
H 15.54 17.88 20.63
H 17.74 15.42 11.03
H 13.82 21.75 20.14
H 16.37 11.85 21.50
H 8.42 15.19 16.55
H 21.78 16.88 16.09
H 16.83 14.94 18.64
H 13.10 21.95 16.84
H 17.50 13.36 8.10
H 16.73 22.78 16.46
H 16.69 12.11 19.31
H 15.41 14.79 14.25
H 18.30 14.76 8.73
H 17.39 7.68 17.86
H 18.30 22.75 18.47
H 16.55 9.92 20.56
H 17.33 13.18 21.35
H 23.71 15.08 20.64
H 17.19 21.02 16.77
H 13.18 14.38 20.24
H 19.07 12.11 18.27
H 10.86 14.62 19.41
H 15.70 20.10 14.65
H 12.14 13.93 15.96
H 8.30 15.16 18.31
H 14.18 22.93 17.60
H 15.43 21.72 14.30
H 13.20 14.97 16.35
H 15.15 19.79 22.38
H 13.88 17.91 15.04
H 12.24 12.94 18.28
H 18.89 20.41 22.43
H 11.32 15.85 18.22
H 18.32 9.62 20.43
H 14.01 18.10 21.04
H 14.27 17.94 19.50
H 13.98 15.32 19.01
H 17.53 12.85 11.95
H 17.89 21.35 19.41
H 14.26 13.58 19.28
H 9.36 16.29 17.28
H 13.57 13.42 16.45
H 18.83 17.95 16.45
H 24.91 15.45 17.48
H 20.51 18.66 20.14
H 15.93 7.90 18.92
H 19.52 19.66 18.96
H 17.61 21.44 22.62
H 24.72 18.04 16.74
H 19.23 15.93 19.51
H 23.33 18.70 16.83
H 17.34 22.99 19.86
H 18.85 13.38 19.32
H 17.17 17.50 16.13
H 23.87 14.62 18.44
H 15.63 20.05 19.44
H 14.04 23.04 16.08
H 18.08 13.85 13.17
H 22.49 17.15 18.42
H 19.73 11.99 19.92
H 14.77 20.38 16.99
H 23.17 16.76 20.35
H 24.26 18.61 18.13
H 20.73 12.90 16.32
H 16.04 15.60 10.67
H 13.99 20.67 14.72
H 17.54 7.74 19.52
H 15.67 21.30 21.71
H 22.15 15.18 16.55
H 17.78 14.36 17.35
H 17.97 11.75 21.90
H 18.47 16.56 15.90
H 18.74 18.56 19.93
H 14.85 15.87 13.06
H 16.63 16.00 13.58
H 17.50 20.05 23.60
H 16.94 12.74 13.47
H 15.36 13.67 12.10
H 21.00 21.41 16.84
H 23.09 16.12 15.51
H 13.23 20.39 19.16
H 24.48 16.40 21.53
H 13.04 20.50 21.03
H 16.39 15.31 17.00
*
```



Entry 3:
Formula: C32H88AgClN8O12
Source: the Open Molecules 2025 dataset
Level of theory: ωB97M-V/def2-TZVPD

HOMO-LUMO gap (spin up / spin down) ... 6.60 / 3.02 eV
LUMO energy (spin up / spin down) ... -3.35 / -6.93 eV
HOMO energy (spin up / spin down) ... -9.9511 / -9.9510 eV
<S²> ... 0.7559

Structure (ORCA input):
```
! RIJCOSX wB97M-V def2-TZVPD def2/J DEFGRID3
* xyz 1 2
Ag -0.70 4.26 -2.49
Cl -0.56 0.37 -1.16
O -1.83 -0.29 -1.03
O 0.04 0.01 -2.43
O 3.53 -0.39 -4.77
O -4.70 -2.63 1.23
O -4.14 -4.12 -3.20
O -1.94 2.92 -3.80
O 0.33 0.02 -0.12
O -1.83 4.54 -0.48
O 3.19 -3.16 1.48
O -0.15 0.47 4.60
O 4.25 1.02 1.36
O -0.76 1.80 -1.27
N 1.76 -0.90 7.43
N -7.35 -3.44 0.99
N -4.94 -1.09 -1.16
N 6.06 -5.39 0.70
N 0.75 3.11 -3.86
N 0.95 4.76 -0.98
N 3.45 0.97 -1.31
N 1.87 2.58 0.94
C -1.33 2.22 -4.90
C 5.90 -3.51 2.15
C 3.98 -1.32 -2.11
C 4.85 -0.41 -5.23
C 0.64 -0.51 5.25
C -3.33 -2.84 1.51
C -5.03 -1.96 -2.31
C -6.93 -2.55 2.10
C 0.01 2.89 -5.13
C 3.44 1.42 2.46
C -3.10 4.03 -0.13
C 5.09 -4.64 1.51
C 1.98 1.28 6.43
C 0.87 1.98 -6.03
C 0.27 5.44 0.16
C 2.74 2.71 2.12
C 1.06 0.08 6.61
C -4.64 -1.16 -3.54
C 3.90 -4.10 0.71
C -5.45 -2.84 2.42
C -3.17 2.27 -3.40
C 2.02 -2.64 0.86
C -5.35 -4.85 -3.11
C -0.06 6.87 -0.26
C -0.92 4.57 0.58
C 1.91 3.31 3.23
C -7.85 -2.82 3.27
C 4.03 0.19 -2.40
C 3.32 0.54 -3.72
C 4.81 -0.25 1.67
C -4.01 -3.13 -2.19
C -0.42 0.15 3.25
H 6.39 -2.83 1.45
H -4.63 -1.80 -4.43
H 1.39 -2.30 1.68
H -6.05 -2.34 -2.34
H 1.45 -3.40 0.32
H 2.50 0.63 -1.20
H 4.47 -1.56 -1.17
H -1.15 1.16 -4.72
H -3.77 1.90 -4.23
H 2.89 1.03 5.88
H 2.31 -1.76 0.28
H -2.98 -2.79 -2.11
H 4.65 -5.23 2.31
H -5.24 -5.69 -3.78
H 4.91 -1.27 -5.91
H 6.58 -3.90 2.90
H -6.21 -4.23 -3.37
H -5.61 -5.25 -2.12
H 2.70 -1.03 7.09
H -3.62 -0.77 -3.42
H 1.51 2.11 5.91
H -5.33 -0.33 -3.73
H -3.16 -3.86 1.86
H -6.96 -1.54 1.69
H 1.32 3.91 -0.53
H 1.05 2.69 3.48
H -0.48 3.60 0.81
H 1.34 -1.81 7.50
H -3.53 4.44 0.78
H 2.24 0.52 -3.59
H 4.56 -1.84 -2.87
H 5.10 0.40 -2.46
H -0.80 7.36 0.37
H 4.21 -3.66 -0.25
H -7.84 -3.87 3.56
H 1.34 1.72 1.06
H -4.28 -3.56 -1.21
H 3.56 1.59 -3.93
H -2.97 2.96 0.06
H 2.47 3.44 4.16
H -5.42 -3.87 2.80
H -4.92 -1.58 -0.26
H 1.58 -0.63 4.69
H 5.62 -6.26 0.39
H -0.76 1.07 2.77
H 4.00 -0.98 1.73
H 1.01 5.56 0.95
H 5.13 0.41 -5.92
H -2.72 -2.69 0.62
H 0.94 2.15 -3.54
H -1.22 -0.59 3.21
H 1.77 5.35 -1.11
H 3.95 0.80 -0.42
H 0.80 7.52 -0.11
H -7.52 -2.23 4.13
H -5.13 -2.14 3.20
H 5.40 -0.65 0.83
H 0.45 -0.15 2.66
H 4.04 1.50 3.37
H -0.46 6.99 -1.27
H 3.46 3.48 1.81
H -0.23 3.88 -5.52
H 5.53 -0.22 2.49
H -8.87 -2.48 3.07
H 1.50 1.31 -5.45
H -7.29 -4.40 1.33
H -2.92 -2.19 2.30
H -3.81 4.14 -0.96
H -2.92 1.38 -2.82
H -4.08 -0.55 -1.14
H 0.13 0.33 7.14
H 0.10 -1.46 5.38
H 2.96 -1.72 -2.16
H -6.64 -3.35 0.27
H -3.70 2.93 -2.73
H 0.28 1.43 -6.76
H 1.50 2.60 -6.68
H 1.48 4.28 2.96
H -1.33 4.98 1.52
H 2.70 0.62 2.59
H 2.48 2.30 0.16
H 6.20 -4.87 -0.17
H 1.65 3.53 -4.07
H -2.01 2.38 -5.74
H 5.30 -2.82 2.75
H 5.63 -0.48 -4.47
H 2.23 1.68 7.41
H 3.24 -4.95 0.49
*
```



Number 1: M 747.1 g mol⁻¹, E -2500.9057 a.u.. Number 2: M 963.1 g mol⁻¹, E -3781.0714 a.u.. Number 3: M 920.4 g mol⁻¹, E -3219.4213 a.u..